The following is a DFT calculation (ωB97M-V with the def2-TZVPD basis set) of a 13-piece molecular cluster, C4H33NO13S overall.

Last column: Löwdin charge in e.
Cartesian coordinates (Å):
C -0.091 -0.053 -0.237  -0.08
N -0.084 1.054 0.778  -0.07
C 1.282 1.298 1.243  -0.38
C 1.745 2.766 1.140  -0.52
S 1.350 3.554 -0.465  0.71
C 1.317 1.044 2.790  -0.19
O 0.526 0.411 3.427  0.06
H -1.028 -0.577 -0.024  0.05
H -0.294 0.577 -1.167  0.08
H 0.847 -0.657 -0.277  0.07
H -0.550 0.666 1.621  0.10
H 2.045 0.678 0.713  0.11
H 1.212 3.357 1.909  0.08
H 2.825 3.019 1.234  0.08
H -0.013 3.298 -0.376  -0.13
H 2.117 1.597 3.341  0.14
H 1.992 -1.322 -3.060  0.04
H 1.407 -2.015 -1.833  0.04
O 2.233 -1.909 -2.322  -0.04
H -2.946 -0.866 -0.843  -0.01
H -3.178 -1.372 0.660  0.00
O -3.585 -1.080 -0.169  -0.05
H 0.462 -1.756 3.881  0.02
H 0.981 -2.550 2.835  0.02
O 0.176 -2.535 3.386  -0.07
H -2.216 -1.282 4.096  0.02
H -2.825 -0.789 2.650  0.02
O -2.771 -0.660 3.625  -0.07
H -2.560 2.713 -2.190  -0.01
H -1.994 2.499 -3.640  0.00
O -2.106 3.155 -2.949  -0.09
H 4.004 0.062 -0.607  0.07
H 2.907 -0.859 -1.115  0.03
O 3.446 -0.663 -0.281  -0.11
H -3.654 2.194 -0.282  0.08
H -2.120 2.483 -0.065  0.04
O -2.769 2.050 -0.633  -0.04
H 2.236 -1.171 1.376  -0.02
H 3.290 -2.155 1.017  0.04
O 2.785 -1.846 1.777  -0.06
H 1.602 1.021 -2.605  -0.01
H 2.529 1.595 -3.814  0.05
O 2.320 0.870 -3.223  -0.07
H -2.536 -2.184 -2.002  0.01
H -1.902 -3.613 -2.138  0.05
O -1.851 -2.701 -2.431  -0.04
H -0.840 -2.473 1.376  0.05
H -2.138 -2.856 2.083  0.08
O -1.710 -2.133 1.610  -0.09
H -0.849 -0.607 -2.903  0.03
H -0.787 0.613 -3.770  0.06
O -0.241 0.111 -3.150  -0.07

Atoms 1-3, force components in eV/Å:
-1.335 2.712 -0.788
0.820 -1.348 1.219
0.570 0.388 1.129

Properties
Kohn-Sham gap = 0.337 Ha
largest force on an atom = 3.1 eV Å⁻¹
energy above the lowest of the compared OMol25 structures with the same formula, charge and spin = 96.1 kcal per mole
net charge = 0

The following is a DFT calculation (ωB97M-V with the def2-TZVPD basis set) of a 13-piece molecular cluster, C4H33NO15 overall.

Last column: Löwdin charge in e.
Cartesian coordinates (Å):
O 0.756 1.150 1.388  0.04
C -0.139 0.539 0.830  -0.42
N -1.374 1.165 0.659  0.10
C -2.465 0.514 0.003  -0.23
O -3.160 -0.406 0.866  -0.07
C -0.008 -0.830 0.221  -0.07
C 1.179 -1.555 0.859  -0.21
O 0.909 -2.941 1.092  -0.07
H -1.573 2.101 0.953  0.11
H -2.250 -0.050 -0.891  0.11
H -3.228 1.268 -0.200  0.13
H -3.519 0.058 1.639  0.11
H 0.140 -0.761 -0.867  0.11
H -0.951 -1.370 0.180  0.11
H 1.485 -1.217 1.840  0.10
H 2.031 -1.506 0.177  0.13
H 0.915 -3.427 0.258  0.04
H 0.002 3.759 1.689  0.05
H -0.124 4.801 0.570  0.06
O -0.272 3.873 0.760  -0.05
H 2.225 3.853 2.395  0.00
H 2.926 2.829 3.298  0.03
O 2.188 3.434 3.253  -0.05
H 0.737 1.874 -4.467  0.07
H 0.453 2.265 -2.999  0.03
O 0.527 1.513 -3.599  -0.04
H -0.910 -1.336 2.914  0.01
H -2.096 -1.142 2.061  -0.02
O -1.801 -1.699 2.807  -0.05
H 2.070 4.210 -1.072  0.05
H 0.753 3.465 -1.164  0.01
O 1.541 3.664 -1.676  -0.06
H 3.258 2.557 -0.203  0.04
H 2.466 2.231 1.067  0.00
O 3.163 2.807 0.730  -0.07
H 0.335 -2.437 -3.584  0.05
H 0.715 -0.927 -3.244  0.00
O 0.242 -1.715 -2.951  -0.05
H -0.411 -4.379 -1.901  0.04
H -0.522 -4.532 -0.359  0.01
O 0.102 -4.500 -1.096  -0.05
H 3.682 0.247 -3.524  0.03
H 2.102 0.610 -3.581  -0.02
O 2.814 0.001 -3.827  -0.06
H 1.163 0.197 3.775  0.01
H 0.556 0.216 5.156  0.04
O 0.652 -0.345 4.383  -0.04
H -3.140 -4.129 0.515  0.06
H -2.038 -3.651 1.563  0.02
O -2.241 -4.280 0.854  -0.06
H -3.698 -1.524 -2.046  0.02
H -2.626 -2.247 -2.892  0.01
O -3.542 -2.294 -2.613  -0.05

Atoms 1-3, force components in eV/Å:
0.308 -0.307 0.213
-1.175 1.386 -0.648
0.162 -1.552 -0.818

Properties
Kohn-Sham gap = 0.351 Ha
largest force on an atom = 2.2 eV Å⁻¹
energy above the lowest of the compared OMol25 structures with the same formula, charge and spin = 36.6 kcal per mole
net charge = 0